C4H11NO | ωB97M-V/def2-TZVPD

Geometry as XYZ:
```
17
Properties=species:S:1:pos:R:3:lowdin_charge:R:1
N -1.860 0.543 -0.134 -0.03
C -0.924 0.070 -1.115 -0.33
C 0.462 0.652 -1.013 -0.22
C 0.918 0.709 0.449 -0.19
C 0.828 -0.656 1.223 -0.29
O 1.125 -1.773 0.427 -0.08
H -2.807 0.506 -0.539 0.08
H -1.838 -0.100 0.706 0.08
H -1.333 0.292 -2.136 0.12
H -1.064 -1.004 -1.093 0.10
H 1.147 0.213 -1.640 0.07
H 0.422 1.758 -1.266 0.13
H 1.947 1.101 0.413 0.11
H 0.136 1.445 0.831 0.12
H 1.506 -0.538 2.109 0.11
H -0.142 -0.706 1.771 0.10
H 1.479 -2.512 1.007 0.12
```

Results
HOMO: -9.046 eV
orbital gap: 9.83 eV
2S+1: 1
SMILES: NCCCCO
energy relative to the best compared isomer or geometry (same formula, charge and spin): 40.8 kcal/mol
lowest unoccupied orbital energy: 0.029 Ha

C4H11NO | ωB97M-V/def2-TZVPD

Geometry as XYZ:
```
17
Properties=species:S:1:pos:R:3:lowdin_charge:R:1
C -0.185 -0.491 -2.240 -0.12
N -0.558 -0.271 -0.876 -0.28
C -1.174 -1.401 -0.223 -0.12
C 0.501 0.363 -0.079 -0.19
C 0.291 0.417 1.452 -0.27
O 1.117 1.413 2.018 -0.07
H -0.915 -0.245 -3.015 0.08
H 0.167 -1.523 -2.382 0.08
H 0.678 0.138 -2.487 0.08
H -0.542 -2.313 -0.230 0.09
H -1.417 -1.209 0.815 0.07
H -2.090 -1.682 -0.748 0.09
H 1.471 -0.126 -0.243 0.12
H 0.525 1.401 -0.416 0.12
H -0.758 0.640 1.650 0.12
H 0.626 -0.523 1.869 0.12
H 0.763 2.266 1.732 0.09
```

Results
HOMO: -8.358 eV
orbital gap: 9.29 eV
2S+1: 1
SMILES: CN(C)CCO
energy relative to the best compared isomer or geometry (same formula, charge and spin): 38.2 kcal/mol
lowest unoccupied orbital energy: 0.034 Ha

C4H11NO | ωB97M-V/def2-TZVPD

Geometry as XYZ:
```
17
Properties=species:S:1:pos:R:3:lowdin_charge:R:1
C -1.290 1.377 0.555 -0.01
C -0.969 1.753 -0.863 -0.60
N -1.942 1.396 -1.787 0.14
O 0.058 2.275 -1.233 0.04
H -2.292 1.438 0.889 0.06
H -0.623 2.040 1.143 0.10
H -0.935 0.348 0.664 0.07
H -1.698 1.766 -2.688 0.10
H -2.900 1.179 -1.535 0.10
C 1.297 -2.311 0.967 -0.18
C 1.816 -1.082 0.250 -0.18
H 2.207 -2.867 1.208 0.05
H 0.809 -2.296 1.938 0.06
H 0.706 -2.979 0.314 0.07
H 2.852 -0.846 0.538 0.07
H 1.641 -1.014 -0.873 0.09
H 1.263 -0.178 0.513 0.03
```

Results
HOMO: -9.984 eV
orbital gap: 10.82 eV
2S+1: 1
SMILES: CC(N)=O.CC
energy relative to the best compared isomer or geometry (same formula, charge and spin): 13.7 kcal/mol
lowest unoccupied orbital energy: 0.031 Ha

C4H11NO | ωB97M-V/def2-TZVPD

Geometry as XYZ:
```
17
Properties=species:S:1:pos:R:3:lowdin_charge:R:1
C -0.348 1.511 1.944 0.00
C -0.727 0.358 1.388 -0.22
C -0.008 -0.926 1.646 -0.22
C 0.856 -1.180 0.400 -0.30
N 1.691 -0.081 -0.117 -0.01
H 0.572 1.510 2.522 0.06
H -0.898 2.429 1.782 0.05
H -1.667 0.248 0.855 0.10
H 0.376 -1.042 2.667 0.11
H -0.807 -1.681 1.688 0.10
H 0.247 -1.646 -0.399 0.11
H 1.608 -1.956 0.565 0.10
H 2.254 -0.451 -0.870 0.06
H 1.096 0.657 -0.492 0.06
O -1.408 0.757 -4.181 -0.05
H -0.767 0.284 -4.709 0.03
H -2.069 1.209 -4.690 0.02
```

Results
HOMO: -9.101 eV
orbital gap: 9.93 eV
2S+1: 1
SMILES: C=CCCN.O
energy relative to the best compared isomer or geometry (same formula, charge and spin): 44.1 kcal/mol
lowest unoccupied orbital energy: 0.031 Ha

C4H11NO | ωB97M-V/def2-TZVPD

Geometry as XYZ:
```
17
Properties=species:S:1:pos:R:3:lowdin_charge:R:1
C 3.348 -0.191 0.231 0.02
C 2.168 -0.397 0.970 -0.23
N 0.816 -0.235 0.484 -0.08
C -0.186 0.042 1.658 -0.20
C -1.669 -0.373 1.566 -0.08
H 4.294 -0.049 0.736 0.04
H 3.395 0.016 -0.763 0.00
H 2.284 -0.935 1.943 0.10
H 0.763 -1.119 0.004 0.09
H 0.048 1.067 1.880 0.10
H 0.116 -0.667 2.457 0.09
H -2.293 0.515 1.389 0.07
H -1.976 -0.525 2.576 0.06
H -1.993 -1.129 0.990 0.03
O -2.724 1.561 -5.270 -0.01
H -3.423 1.212 -4.761 0.01
H -2.971 1.206 -6.089 0.00
```

Results
HOMO: -8.535 eV
orbital gap: 9.53 eV
2S+1: 1
SMILES: C=CNCC.O
energy relative to the best compared isomer or geometry (same formula, charge and spin): 77.5 kcal/mol
lowest unoccupied orbital energy: 0.037 Ha

C4H11NO | ωB97M-V/def2-TZVPD

Geometry as XYZ:
```
17
Properties=species:S:1:pos:R:3:lowdin_charge:R:1
N 4.732 1.346 -0.203 0.11
C 4.862 0.201 -0.918 -0.44
O 4.322 -0.030 -1.970 0.02
H 4.260 2.180 -0.522 0.10
H 5.082 1.399 0.738 0.09
H 5.555 -0.514 -0.436 0.12
C -4.657 -0.548 -0.378 -0.13
C -4.506 0.036 1.037 -0.32
C -3.852 -0.925 2.034 -0.12
H -3.792 -1.132 -0.685 0.06
H -4.860 0.261 -1.089 0.07
H -5.515 -1.214 -0.413 0.06
H -5.507 0.287 1.376 0.09
H -3.981 0.991 0.976 0.09
H -3.095 -0.424 2.631 0.06
H -4.595 -1.240 2.777 0.07
H -3.433 -1.814 1.565 0.06
```

Results
HOMO: -10.126 eV
orbital gap: 11.08 eV
2S+1: 1
SMILES: NC=O.CCC
energy relative to the best compared isomer or geometry (same formula, charge and spin): 13.5 kcal/mol
lowest unoccupied orbital energy: 0.035 Ha

C4H11NO | ωB97M-V/def2-TZVPD

Geometry as XYZ:
```
17
Properties=species:S:1:pos:R:3:lowdin_charge:R:1
C -0.711 0.080 -4.815 -0.05
C -1.368 0.716 -5.764 -0.32
N -2.690 0.599 -6.164 0.03
H 0.344 0.328 -4.846 0.03
H -0.909 -0.804 -4.200 0.05
H -0.758 1.465 -6.279 0.10
H -3.484 0.464 -5.567 0.08
H -2.941 1.112 -6.991 0.07
C 0.930 -0.343 5.729 -0.10
C 1.808 -0.795 4.573 -0.32
O 2.256 0.224 3.644 -0.09
H 0.759 -1.247 6.377 0.09
H -0.106 -0.180 5.419 0.07
H 1.358 0.428 6.361 0.07
H 2.736 -1.216 4.949 0.10
H 1.311 -1.597 4.017 0.11
H 1.465 0.767 3.556 0.07
```

Results
HOMO: -8.307 eV
orbital gap: 9.38 eV
2S+1: 1
SMILES: C=CN.CCO
energy relative to the best compared isomer or geometry (same formula, charge and spin): 48.4 kcal/mol
lowest unoccupied orbital energy: 0.039 Ha

C4H11NO | ωB97M-V/def2-TZVPD

Geometry as XYZ:
```
17
Properties=species:S:1:pos:R:3:lowdin_charge:R:1
C -1.429 0.532 -1.729 -0.13
C 0.052 0.577 -1.764 -0.18
C 0.925 -0.035 -0.927 -0.37
C 2.162 -0.658 -1.460 -0.09
N 0.792 -0.037 0.553 0.08
H -1.763 -0.469 -2.087 0.08
H -1.847 1.223 -2.478 0.07
H -1.857 0.846 -0.739 0.08
H 0.402 1.078 -2.640 0.09
H 3.106 -0.333 -0.987 0.07
H 2.419 -1.854 -1.523 0.14
H 2.018 -0.269 -2.430 0.04
H -0.180 0.011 0.890 0.07
H 1.368 -0.612 1.125 0.06
O -1.917 -0.128 4.378 -0.14
H -1.511 -0.212 3.377 0.10
H -2.626 -0.627 3.877 0.04
```

Results
HOMO: -7.782 eV
orbital gap: 8.08 eV
2S+1: 1
SMILES: C/C=C(/C)N.O
energy relative to the best compared isomer or geometry (same formula, charge and spin): 81.0 kcal/mol
lowest unoccupied orbital energy: 0.011 Ha

C4H11NO | ωB97M-V/def2-TZVPD

Geometry as XYZ:
```
17
Properties=species:S:1:pos:R:3:lowdin_charge:R:1
C 1.261 1.195 1.663 -0.12
C 1.101 -0.166 1.027 -0.14
C 0.486 -0.279 -0.161 -0.42
C 0.526 -1.610 -0.843 -0.07
N -0.413 0.622 -0.701 0.09
H 0.385 1.459 2.278 0.07
H 2.122 1.117 2.333 0.06
H 1.408 2.059 1.012 0.06
H 1.516 -1.010 1.552 0.10
H 0.684 -1.522 -1.934 0.08
H -0.386 -2.220 -0.987 0.08
H 1.311 -2.271 -0.498 0.07
H -0.235 1.603 -0.571 0.09
H -0.789 0.464 -1.626 0.09
O -3.338 0.412 -0.895 -0.09
H -2.959 -0.284 -1.473 0.03
H -2.681 0.430 -0.174 0.02
```

Results
HOMO: -8.042 eV
orbital gap: 8.82 eV
2S+1: 1
SMILES: C/C=C(/C)N.O
energy relative to the best compared isomer or geometry (same formula, charge and spin): 31.5 kcal/mol
lowest unoccupied orbital energy: 0.029 Ha

C4H11NO | ωB97M-V/def2-TZVPD

Geometry as XYZ:
```
17
Properties=species:S:1:pos:R:3:lowdin_charge:R:1
C -2.019 -1.642 0.074 -0.03
C -2.170 -0.719 -0.915 -0.30
O -1.187 -0.166 -1.630 -0.03
H -2.807 -1.915 0.759 0.02
H -1.040 -2.195 0.369 0.07
H -3.215 -0.355 -0.972 0.11
H -0.341 0.040 -1.244 -0.01
C 0.561 1.383 1.029 -0.12
C 1.813 0.762 0.402 -0.26
N 1.320 -0.116 -0.831 -0.04
H 0.160 0.693 1.815 0.09
H 0.818 2.271 1.570 0.05
H -0.130 1.747 0.241 0.08
H 2.510 1.448 -0.046 0.08
H 2.403 0.140 1.137 0.11
H 1.128 -1.127 -0.420 0.12
H 2.198 -0.250 -1.340 0.06
```

Results
HOMO: -8.560 eV
orbital gap: 9.42 eV
2S+1: 1
SMILES: C=CO.CCN
energy relative to the best compared isomer or geometry (same formula, charge and spin): 55.6 kcal/mol
lowest unoccupied orbital energy: 0.031 Ha

C4H11NO | ωB97M-V/def2-TZVPD

Geometry as XYZ:
```
17
Properties=species:S:1:pos:R:3:lowdin_charge:R:1
C 1.254 1.836 1.113 -0.14
N 0.676 0.828 0.236 -0.13
C 1.299 0.841 -1.039 -0.33
O 0.587 0.058 -2.039 -0.07
H 2.315 1.565 1.373 0.10
H 0.736 1.815 2.065 0.07
H 1.160 2.857 0.692 0.08
H -0.359 0.992 0.156 0.12
H 1.394 1.846 -1.472 0.12
H 2.318 0.410 -0.975 0.13
H 0.611 -0.863 -1.745 0.08
C -2.296 -1.493 0.432 -0.07
C -1.825 -2.382 1.344 -0.07
H -1.926 -0.473 0.423 0.02
H -3.142 -1.657 -0.221 0.04
H -0.852 -2.196 1.801 0.04
H -2.276 -3.368 1.462 0.04
```

Results
HOMO: -9.196 eV
orbital gap: 10.23 eV
2S+1: 1
SMILES: CNCO.C=C
energy relative to the best compared isomer or geometry (same formula, charge and spin): 54.0 kcal/mol
lowest unoccupied orbital energy: 0.038 Ha

C4H11NO | ωB97M-V/def2-TZVPD

Geometry as XYZ:
```
17
Properties=species:S:1:pos:R:3:lowdin_spin:R:1
C -1.319 1.175 1.262 0.19
C -2.280 0.510 0.529 0.38
N -0.581 0.615 2.270 0.21
H -0.981 2.126 0.868 0.01
H -2.650 0.971 -0.378 0.01
H -2.860 -0.337 0.865 0.01
H -0.557 -0.410 2.278 0.00
H -0.931 0.868 3.199 0.02
H 0.313 0.950 -0.008 0.00
C 0.834 -0.735 -0.981 0.01
O 0.490 0.650 -0.900 0.14
C 2.169 -0.936 -1.736 0.01
H 1.013 -1.132 0.024 0.00
H -0.005 -1.237 -1.445 0.00
H 2.935 -1.464 -1.175 0.00
H 1.854 -1.605 -2.535 0.00
H 2.556 -0.009 -2.137 0.00
```

Results
HOMO (alpha / beta): -14.857 / -14.258 eV
orbital gap (alpha / beta): 9.89 / 5.41 eV
2S+1: 2
energy relative to the best compared isomer or geometry (same formula, charge and spin): 71.8 kcal/mol
lowest unoccupied orbital energy (alpha / beta): -0.183 / -0.325 Ha
net charge: +1